# 1
ORCA calculation (wB97M-V/def2-TZVPD) on a 2-piece molecular cluster, C3H8O3S overall.

Values from the calculation:
HOMO energy = -9.199 eV
LUMO = 0.604 eV
Energy = -20218.10900 eV
HOMO-LUMO gap = 9.80 eV
SMILES = O=C(O)CCS.O

Last column: Löwdin charge in e.
Cartesian coordinates (Å):
O  0.20815  -0.04841  2.08385  0.112
C  -0.43517  -0.18351  1.07714  -0.571
O  -1.07037  0.86238  0.47829  0.072
C  -0.57575  -1.51293  0.37388  -0.166
C  0.37896  -1.80292  -0.78367  -0.455
S  1.72219  -0.49161  -1.03342  0.691
H  -0.39638  1.56294  0.54196  0.071
H  -0.55997  -2.28548  1.13773  0.121
H  -1.58402  -1.46711  -0.04188  0.117
H  -0.21165  -1.76901  -1.68986  0.067
H  1.01247  -2.65582  -0.59503  0.057
H  2.07667  -1.05916  -2.18102  -0.161
O  0.16108  3.57697  0.09671  -0.032
H  -0.21082  3.28942  0.94752  0.048
H  -0.51539  3.98425  -0.41221  0.030

=====

# 2
ORCA calculation (wB97M-V/def2-TZVPD) on one molecule with the formula C4H3FN2.

Values from the calculation:
HOMO energy = -10.210 eV
LUMO = -0.869 eV
Energy = -9891.51585 eV
HOMO-LUMO gap = 9.34 eV
SMILES = [H]/N=C1/N=CC=C1F

Last column: Löwdin charge in e.
Cartesian coordinates (Å):
H  -1.85030  -1.34488  -0.16056  0.002
N  -1.04065  -1.68686  -0.45752  0.226
C  -0.22288  -0.74186  -0.48118  -0.278
N  1.33191  -0.89080  -0.61906  0.120
C  1.71240  0.22175  -0.15759  -0.206
C  0.74895  1.11538  0.52432  0.025
C  -0.45551  0.60159  0.16263  -0.179
F  -1.63792  1.09506  0.69759  0.041
H  2.78481  0.28427  0.11669  0.120
H  1.07022  2.06756  1.01255  0.129

=====

# 3
ORCA calculation (wB97M-V/def2-TZVPD) on C5H6DyO2 as an isolated structure.

Values from the calculation:
HOMO energy (alpha / beta) = -10.543 / -10.634 eV
LUMO (alpha / beta) = -5.177 / -5.466 eV
Energy = -33445.21551 eV
HOMO-LUMO gap (alpha / beta) = 5.37 / 5.17 eV
Net charge = +1
2S+1 = 6

Last column: Löwdin spin population.
Cartesian coordinates (Å):
C  1.54312  -1.72908  1.24123  -0.005
C  1.49026  -0.18031  1.11429  0.000
O  0.52719  -2.31067  0.75377  0.051
H  1.11841  0.12316  2.10916  -0.001
H  2.53214  0.17140  1.07792  0.000
Dy  -1.06772  -1.89451  -0.57655  5.719
C  -0.43722  1.18093  0.27665  0.001
C  0.68785  0.39895  -0.01864  0.006
H  -0.89420  1.14840  1.27048  -0.001
H  -0.84450  2.05471  -0.22473  -0.010
H  1.30418  0.43968  -0.92204  -0.001
O  -2.35000  0.37399  -1.81411  -0.154
C  -0.97517  0.24932  -1.63932  -0.607
H  -2.63435  -0.02596  -2.64811  0.000

=====

# 4
ORCA calculation (wB97M-V/def2-TZVPD) on C22H27AuNO7P2STe as an isolated structure.

Values from the calculation:
HOMO energy (alpha / beta) = -10.582 / -10.582 eV
LUMO (alpha / beta) = -4.454 / -4.455 eV
Energy = -79471.26878 eV
HOMO-LUMO gap (alpha / beta) = 6.13 / 6.13 eV
Net charge = +1

Last column: Löwdin charge in e.
Cartesian coordinates (Å):
Au  0.08289  -0.64910  0.39005  0.578
N  1.74775  1.95315  4.17282  0.169
C  1.64235  1.00510  3.00641  -0.489
C  3.03974  0.58094  2.57813  -0.083
P  0.57057  -0.47113  3.31940  0.334
O  0.07114  -0.11003  4.79729  -0.100
O  1.42849  -1.71464  3.29404  -0.528
O  -0.62731  -0.55194  2.40669  -0.411
P  0.97141  2.15683  1.69294  0.294
O  -0.53201  2.27382  2.27444  -0.140
O  1.72644  3.40817  1.99529  -0.290
O  1.03071  1.53118  0.33643  -0.356
H  2.54713  1.76671  4.77430  0.167
H  0.89031  1.94399  4.72710  0.145
H  1.83929  2.89319  3.65168  0.134
H  3.48963  -0.10796  3.29394  0.096
H  3.67130  1.46057  2.43995  0.107
H  2.96954  0.07423  1.61707  0.028
H  -0.66010  -0.66885  5.09751  0.113
H  -1.11988  2.76977  1.68745  0.100
Te  1.53098  -2.75427  1.36313  1.549
C  3.62659  -2.63926  1.16633  -0.526
C  4.30735  -3.74227  1.69607  -0.148
C  5.68738  -3.80669  1.62612  -0.062
C  6.39679  -2.77117  1.03100  -0.047
C  5.72343  -1.68267  0.49239  -0.054
C  4.34254  -1.61065  0.55521  -0.146
H  3.74674  -4.54614  2.15736  0.087
H  6.21493  -4.65191  2.04668  0.115
H  7.47650  -2.81515  0.98939  0.116
H  6.28033  -0.87537  0.03610  0.117
H  3.82975  -0.75677  0.12950  0.094
O  -0.30333  -0.66070  -1.78234  -0.636
S  0.42117  -1.10013  -3.03082  1.015
C  2.10695  -1.41970  -2.40510  -0.306
C  3.08113  -1.94154  -3.41196  -0.291
C  3.47219  -1.16737  -4.50201  -0.039
C  4.44087  -1.63269  -5.37620  -0.065
C  5.02738  -2.87439  -5.17532  -0.072
C  4.62642  -3.65843  -4.10458  -0.070
C  3.65581  -3.19651  -3.22871  -0.052
C  -0.11480  -2.82381  -3.45118  -0.250
C  -0.41951  -3.74832  -2.31601  -0.280
C  0.31900  -4.91397  -2.11638  -0.048
C  -0.03793  -5.81043  -1.11548  -0.080
C  -1.10789  -5.52842  -0.27316  -0.090
C  -1.83537  -4.35941  -0.45250  -0.077
C  -1.50382  -3.48425  -1.47801  -0.059
H  1.97363  -2.11196  -1.57618  0.035
H  2.39205  -0.43829  -2.01682  0.101
H  3.02300  -0.19370  -4.65883  0.118
H  4.74666  -1.01988  -6.21316  0.111
H  5.79506  -3.22761  -5.84999  0.109
H  5.07551  -4.62926  -3.94162  0.108
H  3.36442  -3.80220  -2.37768  0.106
H  0.67381  -3.20216  -4.10308  0.097
H  -1.01640  -2.66537  -4.04373  0.101
H  1.14398  -5.14614  -2.77968  0.110
H  0.50778  -6.73854  -1.00453  0.108
H  -1.38999  -6.22819  0.50222  0.108
H  -2.68207  -4.13711  0.18333  0.111
H  -2.10722  -2.60446  -1.65188  0.115

=====

# 5
ORCA calculation (wB97M-V/def2-TZVPD) on a 2-piece molecular cluster, C6H17ClSi2 overall.

Values from the calculation:
HOMO energy = -8.042 eV
LUMO = -2.454 eV
Energy = -34771.82194 eV
HOMO-LUMO gap = 5.59 eV

Last column: Löwdin charge in e.
Cartesian coordinates (Å):
C  1.09499  1.53932  1.09445  -0.155
C  3.04841  0.21717  0.14404  -0.115
C  1.37744  1.21463  -1.44034  -0.071
C  -2.56157  -2.43949  1.05556  -0.246
C  -2.23131  -0.56060  -1.48396  -0.328
C  1.53215  0.53784  -0.02571  -0.709
Si  -1.96054  -0.63702  0.40449  0.445
Si  0.43125  -0.96342  0.36878  1.020
Cl  -1.94215  2.29802  -0.12224  -0.256
H  1.40772  2.53297  0.89550  0.073
H  0.00360  1.68536  1.16806  -0.049
H  1.48776  1.29624  2.20641  0.129
H  3.62342  1.10091  0.24825  0.079
H  3.34973  -0.28277  -0.78375  0.089
H  3.12200  -0.38473  0.94780  0.004
H  1.16760  0.36579  -2.07377  0.061
H  0.60999  1.92215  -1.42537  0.024
H  2.37337  1.49233  -1.74584  0.072
H  -3.62152  -2.34623  1.10145  0.003
H  -2.41226  -3.23826  0.40672  -0.011
H  -2.05812  -2.66134  1.95349  -0.009
H  -1.90402  0.51341  -1.82591  -0.010
H  -1.85363  -1.28160  -2.27163  0.047
H  -3.30706  -0.55628  -1.47396  -0.002
H  -2.17376  0.43263  1.52658  -0.039
H  1.39651  -1.79704  1.15091  -0.047

=====

# 6
ORCA calculation (wB97M-V/def2-TZVPD) on a 2-piece molecular cluster, C7H10Cl2Si overall.

Values from the calculation:
HOMO energy (alpha / beta) = -8.369 / -7.288 eV
LUMO (alpha / beta) = -0.635 / -1.717 eV
Energy = -40341.69274 eV
HOMO-LUMO gap (alpha / beta) = 7.73 / 5.57 eV

Last column: Löwdin charge in e.
Cartesian coordinates (Å):
C  -1.03061  0.87496  -0.09383  -0.130
C  -1.47412  2.19294  -0.21637  -0.115
C  -1.93265  0.18995  0.73594  -0.130
C  -2.76271  2.25174  0.38391  -0.047
C  -2.93258  1.03650  1.15307  -0.091
C  1.27792  -2.43329  -0.40429  -0.178
C  2.13346  -1.34387  -1.00369  -0.366
Si  2.25767  0.40952  0.02624  -0.285
Cl  2.33115  0.06055  1.90523  0.386
Cl  3.78404  1.44736  -0.70172  0.296
H  -0.08988  0.46366  -0.56336  0.031
H  -1.16929  2.95458  -0.86122  0.071
H  -1.61471  -0.88146  1.00240  0.123
H  -3.33504  3.14228  0.61328  0.101
H  -3.78136  0.78306  1.73449  0.083
H  1.60000  -2.75831  0.53929  0.043
H  0.26457  -2.14408  -0.38553  0.040
H  1.51361  -3.34033  -0.98497  0.085
H  1.87477  -1.18517  -2.02880  0.058
H  3.08576  -1.72060  -0.85006  0.025

=====

# 7
ORCA calculation (wB97M-V/def2-TZVPD) on a 11-piece molecular cluster, C5H29NO12 overall.

Values from the calculation:
HOMO energy = -9.884 eV
LUMO = 0.221 eV
Energy = -31714.72276 eV
HOMO-LUMO gap = 10.11 eV
SMILES = C[C@H](CC=O)NC=O.O.O.O.O.O.O.O.O.O.O

Last column: Löwdin charge in e.
Cartesian coordinates (Å):
C  -1.47626  -3.37629  -0.66380  -0.037
C  -0.89179  -2.05423  -0.21441  -0.346
C  -1.89404  -1.19718  0.73298  -0.062
C  -2.18272  -2.00301  1.99504  -0.276
O  -3.23851  -2.31564  2.47687  0.072
N  -0.63135  -1.14487  -1.28668  0.067
C  -0.65661  -1.32326  -2.60552  -0.286
O  -0.42368  -0.33936  -3.33138  -0.041
H  -2.01404  -3.15173  -1.59151  0.073
H  -0.68777  -4.12022  -0.76994  0.086
H  -2.24144  -3.93982  0.00020  0.122
H  0.10663  -2.26143  0.25287  0.121
H  -1.45766  -0.25162  1.02898  0.099
H  -2.83378  -1.14674  0.18184  0.126
H  -1.32275  -1.92656  2.63486  0.109
H  -0.34909  -0.19274  -0.99306  0.162
H  -0.86800  -2.20182  -3.07765  0.108
O  -1.59404  3.92564  -0.68159  -0.054
H  -2.09399  4.12691  0.11331  0.035
H  -1.84546  3.05446  -0.95816  0.025
O  3.55425  -0.98279  -0.20155  -0.050
H  4.28838  -1.13990  -0.80056  0.043
H  2.81270  -1.20764  -0.75843  0.003
O  1.85947  -3.00752  1.76306  -0.069
H  2.11869  -2.78298  2.68234  0.035
H  0.95810  -2.69856  1.70043  -0.021
O  2.97770  -0.19620  -2.66672  -0.050
H  2.64788  0.52078  -2.12295  0.022
H  2.33419  -0.25813  -3.39185  0.044
O  1.42026  1.65879  0.99243  -0.061
H  1.28780  2.53280  0.61076  -0.023
H  1.68684  1.12764  0.23033  0.025
O  0.98504  1.71024  -2.88824  -0.090
H  1.10959  0.78836  -3.14487  -0.036
H  0.36121  1.96823  -3.60610  0.071
O  1.25034  4.09790  -0.19406  -0.099
H  1.05706  4.82518  0.43021  0.063
H  0.40506  4.15268  -0.78407  0.075
O  -3.22037  2.40188  0.64470  -0.060
H  -2.62892  2.49944  1.38617  -0.019
H  -4.12330  2.30401  0.95512  0.057
O  2.99800  -1.00649  3.18663  -0.052
H  3.29355  -0.42060  3.87070  0.036
H  3.12388  -0.71570  2.27916  0.022
O  -1.18463  2.14612  2.40093  -0.050
H  -0.42452  2.07122  1.79552  0.020
H  -0.83620  1.91244  3.25982  0.059

=====

# 8
ORCA calculation (wB97M-V/def2-TZVPD) on one molecule with the formula C3H2N2O3.

Values from the calculation:
HOMO energy = -11.067 eV
LUMO = -0.808 eV
Energy = -12262.95437 eV
HOMO-LUMO gap = 10.26 eV
SMILES = O=C(O)c1ncno1

Last column: Löwdin charge in e.
Cartesian coordinates (Å):
O  1.97727  1.13288  -0.26431  0.079
C  1.40415  0.05845  0.01656  -0.401
O  2.16030  -1.04474  0.32163  0.082
C  -0.11598  0.04211  0.02647  -0.198
N  -0.81103  1.24391  0.06929  0.188
C  -2.14673  0.53155  0.26015  -0.109
N  -2.16103  -0.75823  -0.08910  0.041
O  -0.89030  -1.06293  -0.31338  -0.004
H  3.04229  -0.58992  -0.03380  0.191
H  -3.06467  1.19584  0.40180  0.131

=====

Record-wise energy relative to the best compared isomer or geometry (same formula, charge and spin) values, in kJ/mol: 81.23 261.12 0.00 0.00 373.71 302.02 352.94 388.60